# 1
{"formula": "C5H6NO", "method": "the ωB97M-V functional and the def2-TZVPD basis", "species": ["C", "C", "C", "C", "C", "N", "O", "H", "H", "H", "H", "H", "H"], "coordinates": [[0.133, -1.814, -0.606], [-0.640, -1.498, 0.560], [0.360, 1.912, 0.197], [0.698, 0.591, -0.503], [1.680, 2.401, 0.476], [0.271, -0.589, -0.200], [2.766, 2.704, 0.569], [0.430, -2.505, -1.366], [-1.799, -1.286, 0.572], [-0.453, -1.764, 1.555], [-0.356, 2.560, -0.323], [-0.126, 1.338, 1.027], [1.263, 0.673, -1.361]], "total_charge": 1, "e_above_lowest_kcal_mol": 140.05, "energy_ha": -323.64680}


# 2
{"formula": "C46H50N10O2S2SiTi", "method": "the ωB97M-V functional and the def2-TZVPD basis", "species": ["Ti", "N", "C", "C", "C", "C", "C", "C", "S", "O", "O", "N", "C", "N", "C", "C", "C", "N", "H", "H", "H", "H", "H", "H", "H", "H", "H", "C", "Si", "C", "N", "C", "C", "C", "C", "C", "C", "C", "C", "C", "C", "C", "C", "C", "C", "C", "C", "C", "H", "H", "H", "H", "H", "H", "H", "H", "H", "H", "H", "H", "H", "H", "H", "H", "H", "H", "H", "H", "H", "H", "H", "H", "N", "C", "C", "C", "C", "C", "C", "S", "N", "C", "C", "C", "C", "C", "C", "N", "H", "H", "H", "H", "H", "H", "H", "H", "H", "C", "C", "C", "C", "N", "N", "C", "H", "H", "H", "H", "H", "H", "H", "H"], "coordinates": [[12.554, 15.059, 13.355], [6.465, 12.572, 17.665], [7.784, 12.779, 17.363], [8.583, 13.604, 18.209], [9.863, 13.890, 17.828], [10.439, 13.331, 16.675], [9.721, 12.414, 15.908], [8.419, 12.067, 16.324], [11.987, 14.078, 16.006], [12.953, 14.258, 17.060], [12.381, 13.262, 14.840], [11.600, 15.451, 15.176], [11.378, 16.649, 15.834], [11.329, 17.759, 15.019], [11.090, 18.917, 15.600], [10.930, 19.115, 16.996], [10.981, 17.919, 17.701], [11.216, 16.692, 17.164], [6.004, 13.344, 18.070], [6.006, 11.843, 17.107], [8.130, 14.064, 19.091], [10.500, 14.630, 18.325], [10.142, 12.030, 14.942], [7.794, 11.342, 15.755], [11.143, 19.748, 14.884], [10.912, 20.139, 17.337], [10.725, 17.802, 18.744], [12.455, 16.648, 12.003], [13.398, 18.113, 11.252], [12.099, 19.334, 10.481], [10.731, 18.799, 10.601], [10.340, 18.288, 9.285], [8.843, 17.911, 9.149], [7.884, 19.059, 9.632], [8.600, 20.127, 10.497], [9.810, 19.676, 11.327], [14.273, 17.395, 9.781], [15.582, 17.645, 9.580], [16.300, 17.083, 8.507], [15.609, 16.331, 7.616], [14.279, 15.969, 7.808], [13.648, 16.478, 8.925], [14.546, 19.076, 12.477], [14.200, 20.347, 12.962], [15.066, 21.054, 13.801], [16.303, 20.518, 14.188], [16.713, 19.276, 13.679], [15.843, 18.549, 12.830], [11.654, 16.273, 11.349], [11.918, 17.273, 12.797], [12.259, 19.485, 9.396], [12.169, 20.304, 10.922], [10.949, 17.388, 9.071], [10.553, 19.073, 8.529], [8.731, 17.005, 9.690], [8.690, 17.689, 8.080], [7.040, 18.685, 10.208], [7.425, 19.546, 8.759], [7.806, 20.585, 11.115], [8.951, 20.918, 9.807], [9.432, 19.074, 12.192], [10.369, 20.606, 11.659], [16.066, 18.342, 10.215], [17.349, 17.333, 8.342], [15.992, 16.123, 6.620], [13.704, 15.401, 7.102], [12.633, 16.132, 9.189], [13.239, 20.799, 12.689], [14.737, 22.013, 14.112], [16.967, 21.159, 14.748], [17.677, 18.867, 14.012], [16.111, 17.562, 12.470], [15.387, 12.231, 13.242], [14.883, 11.111, 12.593], [15.110, 9.816, 13.119], [14.517, 8.731, 12.498], [13.609, 8.945, 11.448], [13.435, 10.196, 10.878], [14.039, 11.296, 11.478], [13.887, 12.927, 10.808], [13.902, 13.786, 12.321], [14.761, 13.431, 13.263], [15.174, 14.369, 14.309], [16.285, 14.188, 15.140], [16.601, 15.179, 16.054], [15.781, 16.337, 16.175], [14.653, 16.391, 15.380], [14.362, 15.454, 14.468], [16.045, 12.120, 14.040], [15.671, 9.741, 14.056], [14.687, 7.739, 12.900], [13.122, 8.107, 10.984], [12.764, 10.259, 10.061], [16.798, 13.221, 15.113], [17.514, 15.136, 16.600], [16.099, 17.143, 16.834], [14.041, 17.277, 15.433], [8.944, 11.092, 11.320], [9.376, 12.420, 11.858], [8.618, 13.537, 12.207], [9.495, 14.561, 12.443], [10.779, 14.123, 12.364], [10.672, 12.769, 11.992], [9.114, 15.969, 12.771], [9.102, 10.388, 12.115], [9.569, 10.836, 10.473], [7.915, 11.083, 10.964], [7.529, 13.638, 12.288], [11.484, 12.251, 11.622], [9.075, 16.083, 13.865], [8.125, 16.137, 12.314], [9.894, 16.601, 12.330]], "total_charge": 2, "e_above_lowest_kcal_mol": 0.00, "energy_ha": -4415.80654}


# 3
{"formula": "C51H140BaN9O19", "method": "the ωB97M-V functional and the def2-TZVPD basis", "species": ["Ba", "C", "C", "C", "C", "C", "C", "N", "O", "C", "C", "C", "H", "H", "H", "H", "H", "H", "H", "H", "H", "H", "H", "H", "H", "H", "H", "H", "H", "H", "C", "O", "H", "H", "H", "H", "C", "O", "H", "H", "H", "H", "C", "O", "H", "H", "H", "H", "C", "O", "H", "H", "H", "H", "C", "C", "C", "O", "C", "N", "H", "H", "H", "H", "H", "H", "H", "H", "H", "H", "H", "C", "C", "C", "O", "C", "N", "H", "H", "H", "H", "H", "H", "H", "H", "H", "H", "H", "C", "C", "C", "O", "C", "N", "H", "H", "H", "H", "H", "H", "H", "H", "H", "H", "H", "C", "C", "C", "O", "C", "N", "H", "H", "H", "H", "H", "H", "H", "H", "H", "H", "H", "C", "C", "C", "O", "C", "N", "H", "H", "H", "H", "H", "H", "H", "H", "H", "H", "H", "C", "C", "C", "O", "C", "N", "H", "H", "H", "H", "H", "H", "H", "H", "H", "H", "H", "C", "C", "C", "O", "C", "N", "H", "H", "H", "H", "H", "H", "H", "H", "H", "H", "H", "C", "C", "C", "O", "C", "N", "H", "H", "H", "H", "H", "H", "H", "H", "H", "H", "H", "C", "C", "O", "O", "H", "H", "H", "H", "H", "H", "C", "C", "O", "O", "H", "H", "H", "H", "H", "H", "C", "C", "O", "O", "H", "H", "H", "H", "H", "H"], "coordinates": [[3.776, 0.508, 1.964], [2.300, -0.703, -1.412], [0.815, -0.618, -1.054], [0.287, -2.046, -1.069], [-1.020, -2.210, -0.377], [-0.991, -1.726, 1.064], [-0.421, -0.271, 1.195], [0.724, -0.115, 0.316], [1.433, 1.072, 0.513], [0.051, -0.197, 2.666], [-1.543, 0.766, 0.923], [0.133, 0.291, -2.064], [2.711, 0.275, -1.681], [2.444, -1.268, -2.337], [2.879, -1.101, -0.576], [1.014, -2.724, -0.615], [0.110, -2.383, -2.095], [-1.374, -3.246, -0.353], [-1.856, -1.716, -0.890], [-0.367, -2.383, 1.673], [-2.003, -1.672, 1.472], [0.876, -0.886, 2.866], [-0.805, -0.370, 3.319], [0.490, 0.788, 2.853], [-1.366, 1.715, 1.441], [-2.481, 0.420, 1.361], [-1.597, 0.993, -0.137], [-0.962, 0.268, -2.016], [0.339, -0.120, -3.063], [0.360, 1.354, -2.137], [-2.923, 3.491, 3.381], [-4.113, 2.711, 3.305], [-2.998, 4.299, 4.121], [-2.030, 2.941, 3.680], [-2.775, 4.052, 2.458], [-4.558, 2.880, 4.141], [2.676, -4.582, -2.005], [3.047, -5.268, -3.178], [1.739, -5.048, -1.667], [3.386, -4.726, -1.190], [2.413, -3.524, -2.117], [2.247, -5.357, -3.726], [0.174, -3.784, -4.680], [0.603, -5.105, -4.439], [1.005, -3.085, -4.595], [-0.151, -3.687, -5.722], [-0.666, -3.387, -4.105], [-0.087, -5.744, -4.641], [-2.472, -4.964, -2.230], [-2.360, -6.057, -3.142], [-2.148, -4.028, -2.694], [-3.537, -4.864, -1.995], [-1.936, -5.114, -1.297], [-2.725, -5.775, -3.984], [-1.595, 3.577, -2.446], [-2.909, 4.119, -1.945], [-2.855, 4.768, -0.553], [-4.085, 5.347, -0.179], [-5.095, 4.391, 0.094], [-3.437, 5.049, -2.956], [-1.159, 2.909, -1.695], [-0.844, 4.365, -2.561], [-1.758, 3.052, -3.384], [-3.642, 3.310, -1.867], [-2.091, 5.551, -0.575], [-2.591, 4.034, 0.220], [-5.948, 4.929, 0.505], [-4.772, 3.747, 0.922], [-5.406, 3.779, -0.753], [-4.302, 5.474, -2.640], [-2.745, 5.790, -3.037], [6.381, 3.230, 0.348], [5.465, 2.635, -0.722], [5.920, 1.235, -1.142], [5.954, 0.284, -0.105], [6.327, -1.012, -0.578], [4.134, 2.555, -0.097], [7.406, 3.417, 0.026], [6.421, 2.523, 1.181], [6.017, 4.192, 0.712], [5.461, 3.258, -1.622], [6.957, 1.439, -1.463], [5.476, 0.836, -2.062], [6.429, -1.719, 0.243], [7.310, -0.987, -1.055], [5.554, -1.303, -1.294], [3.783, 3.502, 0.030], [3.516, 2.170, -0.819], [3.036, 4.173, 5.077], [3.321, 2.799, 4.416], [2.501, 1.698, 5.088], [2.694, 0.491, 4.334], [2.477, -0.649, 5.144], [2.997, 2.877, 2.999], [3.115, 4.089, 6.162], [2.020, 4.425, 4.774], [3.760, 4.924, 4.767], [4.380, 2.573, 4.602], [1.433, 1.936, 5.060], [2.823, 1.594, 6.126], [3.379, -0.745, 5.754], [2.255, -1.479, 4.470], [1.599, -0.583, 5.792], [3.301, 3.801, 2.689], [1.974, 2.970, 2.986], [7.179, -2.608, -5.192], [5.977, -2.780, -4.257], [4.861, -1.753, -4.510], [5.273, -0.418, -4.245], [4.228, 0.488, -4.480], [5.423, -4.105, -4.409], [8.001, -3.296, -5.016], [7.590, -1.601, -5.049], [6.871, -2.611, -6.241], [6.320, -2.547, -3.244], [4.028, -1.986, -3.834], [4.494, -1.879, -5.537], [4.671, 1.472, -4.297], [3.402, 0.393, -3.765], [3.811, 0.483, -5.492], [4.809, -4.329, -3.635], [4.923, -4.120, -5.289], [2.317, 4.730, -2.455], [2.843, 3.824, -3.571], [1.723, 3.471, -4.562], [1.277, 4.659, -5.179], [0.215, 4.413, -6.093], [3.868, 4.665, -4.242], [2.033, 5.694, -2.881], [3.089, 4.975, -1.722], [1.441, 4.276, -1.987], [3.364, 2.948, -3.179], [0.826, 3.051, -4.089], [2.141, 2.721, -5.248], [-0.094, 5.378, -6.486], [-0.633, 3.989, -5.549], [0.555, 3.776, -6.911], [4.217, 4.130, -5.039], [3.306, 5.389, -4.694], [-1.886, -0.335, 6.292], [-2.208, -0.547, 7.765], [-3.692, -0.398, 8.054], [-4.047, 0.981, 8.226], [-3.743, 1.466, 9.515], [-1.735, -1.895, 8.144], [-0.821, -0.206, 6.104], [-2.379, 0.565, 5.911], [-2.277, -1.149, 5.674], [-1.572, 0.159, 8.302], [-4.070, -0.984, 8.899], [-4.272, -0.734, 7.188], [-3.941, 2.536, 9.447], [-2.712, 1.322, 9.854], [-4.383, 1.036, 10.294], [-2.314, -2.588, 7.669], [-1.992, -2.054, 9.117], [0.499, -5.411, 0.848], [-0.210, -5.796, 2.127], [-1.543, -6.473, 1.778], [-2.501, -5.607, 1.175], [-3.165, -4.778, 2.120], [0.658, -6.685, 2.909], [0.626, -6.232, 0.137], [1.511, -5.027, 1.003], [0.053, -4.625, 0.234], [-0.416, -4.944, 2.780], [-2.021, -7.089, 2.548], [-1.343, -7.164, 0.951], [-3.764, -5.396, 2.797], [-3.867, -4.123, 1.608], [-2.434, -4.205, 2.694], [0.134, -6.983, 3.729], [0.789, -7.562, 2.405], [-4.403, -0.077, -1.073], [-5.569, -1.043, -1.104], [-5.150, -2.474, -0.685], [-6.159, -3.386, -1.066], [-6.168, -4.521, -0.235], [-6.730, -0.577, -0.323], [-4.803, 0.917, -0.850], [-3.917, -0.012, -2.046], [-3.691, -0.258, -0.268], [-5.939, -1.119, -2.131], [-4.939, -2.513, 0.389], [-4.218, -2.738, -1.206], [-5.167, -4.923, -0.050], [-6.753, -5.334, -0.667], [-6.643, -4.333, 0.734], [-7.400, -1.331, -0.475], [-6.429, -0.658, 0.652], [0.433, 4.987, 1.985], [1.479, 5.164, 0.907], [2.747, 5.583, 1.389], [0.320, 3.646, 2.474], [-0.532, 5.425, 1.726], [0.761, 5.536, 2.876], [1.066, 5.941, 0.252], [1.520, 4.239, 0.318], [3.241, 5.951, 0.651], [0.093, 3.071, 1.719], [-5.427, 0.083, 3.124], [-4.577, -0.118, 4.362], [-5.333, -0.510, 5.493], [-5.942, -1.113, 2.543], [-4.758, 0.489, 2.360], [-6.266, 0.757, 3.324], [-3.978, 0.786, 4.528], [-3.832, -0.900, 4.190], [-5.959, 0.188, 5.716], [-6.177, -1.748, 3.231], [-0.609, -0.961, -7.572], [0.509, -0.604, -6.585], [1.607, -1.495, -6.787], [-1.510, 0.139, -7.698], [-1.055, -1.937, -7.373], [-0.101, -1.016, -8.546], [0.087, -0.653, -5.580], [0.850, 0.423, -6.731], [1.938, -1.276, -7.665], [-1.939, 0.021, -8.551]], "total_charge": 1, "energy_ha": -3974.54307}


# 4
{"formula": "C5H2MgO6", "method": "the ωB97M-V functional and the def2-TZVPD basis", "species": ["O", "C", "Mg", "O", "C", "C", "O", "C", "O", "C", "O", "O", "H", "H"], "coordinates": [[1.427, -4.531, 1.496], [1.455, -3.599, 0.840], [-0.504, 0.856, -0.026], [2.098, -0.378, -2.015], [1.250, -0.114, -1.276], [-0.351, 3.003, -1.635], [-0.649, 4.051, -2.015], [1.680, 0.908, 1.065], [2.642, 1.208, 1.627], [-1.202, -0.880, -1.597], [-1.729, -1.501, -2.413], [-1.810, 0.400, 1.686], [-1.809, -0.417, 2.232], [-2.498, 0.994, 2.031]], "total_charge": 2, "e_above_lowest_kcal_mol": 38.96, "energy_ha": -842.61804}